The ion C6H13NO with charge +1 at a distorted geometry, computed with the ωB97M-V functional and the def2-TZVPD basis.

The HOMO-LUMO gap (spin up / spin down) comes out at 10.698 / 6.568 eV. The spin multiplicity is 2. Its net charge is +1. The LUMO energy (spin up / spin down) is -3.906 / -7.909 eV. The HOMO energy (spin up / spin down) is -0.5367 / -0.5320 hartree.

CARTESIAN COORDINATES (ANGSTROEM)
C -0.3027 1.9347 1.7327
C -0.0597 0.4408 2.0415
N 0.7101 -0.0978 0.8636
C 0.3972 -0.1174 -2.5357
C 0.9440 -1.0212 -1.4274
C 0.1703 -1.0626 -0.0387
C -1.3614 -1.0777 -0.0701
O -2.0440 -0.5142 -0.8723
H -0.6008 1.9838 0.6798
H -1.2570 2.2398 2.1624
H 0.5631 2.5014 2.0350
H 0.5326 0.2975 2.9466
H -0.9268 -0.1879 2.2043
H 1.1643 0.7084 0.4370
H -0.6825 -0.0151 -2.4538
H 0.7370 0.9154 -2.5169
H 0.5480 -0.6233 -3.4861
H 0.9031 -2.0668 -1.7156
H 1.9363 -0.6777 -1.1335
H 0.5437 -2.0257 0.3699
H -1.9149 -1.5341 0.7774

Cartesian forces, eV/Å:
C -1.18 -1.44 -0.40
C 0.81 -0.48 -0.22
N -2.24 1.57 0.78
C -1.04 -0.23 0.18
C -1.11 0.66 1.08
C 2.48 -0.56 -1.11
C -2.10 0.58 0.74
O 0.86 -0.18 -0.10
H 0.68 0.43 -0.17
H 0.38 0.21 0.76
H -0.08 0.53 -0.18
H 0.28 0.12 -0.04
H -0.29 0.10 -0.21
H 0.74 -0.37 -0.28
H 0.03 -0.21 -0.07
H 0.59 -0.15 -0.16
H 0.42 0.44 -0.16
H 0.55 0.03 -0.38
H 0.32 -0.65 -0.30
H -0.73 0.02 0.24
H 0.65 -0.44 -0.01

An isolated molecule of C2H9N5 at a distorted geometry, computed with the ωB97M-V functional and the def2-TZVPD basis.

The HOMO-LUMO gap comes out at 9.992 eV. The spin multiplicity is 1. Its net charge is 0. The LUMO energy is 0.934 eV. As for the SMILES: [H]/N=C(/NN)NNC. The HOMO energy is -0.3329 hartree.

CARTESIAN COORDINATES (ANGSTROEM)
C -0.8196 -1.0549 -1.4403
C -0.2535 0.3765 1.1036
H -0.1536 -1.7763 -0.9138
H -0.9746 -1.2891 -2.5442
H -1.8672 -1.0636 -0.9730
H 0.6053 0.3533 -1.6108
H -1.4405 1.5444 -0.1055
H -1.7623 0.9972 2.2374
H 1.0799 -0.6936 2.0009
H 2.0051 1.1931 0.3339
H 2.3466 -0.1746 -0.3975
N -0.3810 0.3260 -1.3442
N -0.5717 0.9462 -0.1378
N -0.8517 0.4752 2.2384
N 0.9241 -0.3872 1.0314
N 2.1148 0.2274 0.5216

Cartesian forces, eV/Å:
C -1.97 -0.39 -0.26
C -0.12 0.09 -0.22
H -0.55 0.32 -0.45
H 0.44 0.04 1.43
H 1.46 -0.36 -0.58
H -0.41 0.42 0.15
H 1.46 -1.03 -0.16
H 1.12 -0.80 -0.43
H 0.23 0.10 -0.69
H -0.46 1.25 0.26
H -0.21 -0.12 0.67
N 1.04 -0.53 -1.13
N -1.88 1.80 1.71
N -0.46 0.70 -0.72
N 0.09 -0.05 1.12
N 0.22 -1.45 -0.68

A cluster of 2 separate species, CH6FN4 in total at a distorted geometry, computed with the ωB97M-V functional and the def2-TZVPD basis.

The HOMO-LUMO gap comes out at 4.729 eV. The spin multiplicity is 1. Its net charge is +1. The LUMO energy is -7.443 eV. The HOMO energy is -0.4473 hartree.

CARTESIAN COORDINATES (ANGSTROEM)
C 1.5664 -0.2134 -0.6672
N -2.0090 0.6995 0.5564
N -2.1286 -0.4700 0.0549
N 2.7688 -0.0928 -0.2164
N 3.1093 0.2522 1.0334
F 0.4194 0.1768 -0.0371
H 1.3737 -0.8485 -1.5051
H -1.9334 1.6532 0.1019
H -1.9472 0.7499 1.5431
H 4.1204 0.5342 1.0889
H -2.1292 -0.4646 -1.0210
H 2.4186 0.5835 1.5822

Cartesian forces, eV/Å:
C 3.59 -0.10 0.64
N -0.57 -2.43 -2.98
N 0.47 3.76 0.30
N -2.39 -0.98 -0.84
N 3.69 -0.76 -2.86
F -0.42 0.14 0.81
H -0.10 0.26 -0.62
H -0.03 -1.42 -0.32
H -0.05 -0.33 1.58
H -1.99 -0.30 0.31
H -0.05 0.45 1.50
H -2.15 1.72 2.48